{"formula": "C3H2Br2", "method": "ωB97M-V/def2-TZVPD", "symbols": ["Br", "Br", "C", "C", "C", "H", "H"], "coordinates": [[-2.373, -0.452, 0.125], [1.142, 2.313, -2.212], [0.471, 0.342, -0.328], [0.687, -0.850, 0.041], [-0.587, 0.058, 0.645], [-0.454, 0.392, 1.655], [1.113, -1.803, 0.074]], "atomic_forces_ev_per_a": [[0.717, 0.318, 0.307], [-0.424, -1.307, 1.251], [-0.436, 1.097, -0.821], [-0.714, 1.496, -0.101], [1.053, -0.614, -1.188], [-0.512, 0.074, 0.357], [0.318, -1.063, 0.194]], "de_lowest_kj_mol": 218.7, "orbital_gap_ev": [7.07, 8.10], "lumo_energy_ha": [-0.090, -0.077], "e_tot_ha": -5263.34490, "homo_ha": [-0.3501, -0.3745]}